The ion C6H14N3 with charge +1 in a non-equilibrium geometry, computed with the ωB97M-V functional and the def2-TZVPD basis.

Cartesian coordinates (Å):
C: -2.98319 -0.43037 0.06228
C: -1.49836 -0.16314 0.09023
C: -0.67669 -1.18936 0.26165
C: 0.89932 -0.96726 0.34561
N: 1.61141 -1.98427 -0.36747
C: 1.34922 0.39876 -0.31303
N: 2.58078 0.79149 0.21724
N: 0.33404 1.47571 0.21024
C: -0.96518 1.20600 -0.27964
H: -3.40463 -1.37196 0.00563
H: -3.48866 0.33081 -0.62445
H: -3.22327 -0.00262 0.97095
H: -1.04351 -2.17791 0.49662
H: 1.02819 -0.95171 1.54217
H: 1.24272 -2.24916 -1.30246
H: 2.45839 -1.65831 -0.68343
H: 1.23746 0.40725 -1.35848
H: 3.17413 1.38098 -0.24855
H: 2.85629 0.13524 0.89865
H: 0.82125 2.41006 -0.04130
H: 0.29788 1.37922 1.28447
H: -0.90255 1.38506 -1.31675
H: -1.70503 1.84549 0.14979

## Properties
SMILES = CC1=C[C@@H](N)[C@H](N)[NH2+]C1
highest occupied orbital energy = -13.24 eV
HOMO-LUMO gap = 0.367 Ha
charge = +1
F_max = 4.9 eV/Å
relative energy (zero: lowest compared OMol25 entry of this formula, charge and spin) = 47.26 kcal/mol